A molecular structure, C58H58LuNO4P3 in a non-equilibrium geometry. Source: the Open Molecules 2025 dataset; level of theory: the ωB97M-V functional and the def2-TZVPD basis.

**Highest occupied orbital energy**: -14.506 eV
**E**: -4859.53432 Eh
**HOMO-LUMO gap**: 7.8 eV
**LUMO level**: -0.2471 Ha

```
! RIJCOSX wB97M-V def2-TZVPD def2/J DEFGRID3
* xyz 3 1
Lu -0.4391 -0.3385 -0.0692
C 3.3350 2.8529 -5.5973
C 2.1414 1.9245 -5.6130
C 1.5186 1.7186 -7.0502
C 2.5515 0.6127 -4.9064
C 3.6399 -0.2129 -5.3642
C 4.0507 -1.3264 -4.7087
C 3.4990 -1.6747 -3.4977
C 2.4477 -0.8507 -2.9343
P 2.1031 -0.7752 -1.1408
C 3.2808 0.6295 -0.8489
C 4.6254 0.5002 -1.1817
C 5.3875 1.6415 -1.2498
C 4.7658 2.8893 -1.0861
C 3.4890 2.9876 -0.6197
C 2.7141 1.8363 -0.5480
C 2.7815 -2.2636 -0.4103
C 2.2004 -3.4909 -0.8475
C 2.6468 -4.7010 -0.3852
C 3.7109 -4.6997 0.4948
C 4.2874 -3.5235 0.9742
C 3.8634 -2.2812 0.4905
C 1.9289 0.2146 -3.7088
O 0.8710 0.9258 -3.1110
C 0.5106 2.1515 -3.6449
C -0.5506 2.7664 -2.9837
C -0.9096 4.0082 -3.3844
C -0.2677 4.6058 -4.4517
C 0.7409 3.9844 -5.1805
C 1.0673 2.6781 -4.7685
P -1.5929 1.8972 -1.7168
C -2.9933 1.1389 -2.6131
C -3.8415 0.2353 -2.0395
C -4.9887 -0.1627 -2.6820
C -5.1599 0.2005 -4.0228
C -4.2606 1.0368 -4.6770
C -3.1808 1.5147 -3.9213
C -2.2278 3.2609 -0.7564
C -3.6031 3.4912 -0.5474
C -3.9590 4.4826 0.3227
C -2.9957 5.3531 0.8119
C -1.6285 5.2040 0.5403
C -1.2498 4.1206 -0.2771
H 4.1218 2.4664 -6.2419
H 3.7867 2.9974 -4.6368
H 3.1238 3.8457 -6.0710
H 2.1629 1.0525 -7.6382
H 1.4002 2.6274 -7.5260
H 0.5645 1.2088 -6.9835
H 4.1881 0.1386 -6.2437
H 4.9746 -1.8661 -5.0350
H 3.8389 -2.5251 -2.9407
H 5.1167 -0.3722 -1.5119
H 6.4142 1.6284 -1.4997
H 5.3360 3.7914 -1.0324
H 3.0614 3.8960 -0.2663
H 1.5713 1.9587 -0.3433
H 1.3362 -3.4494 -1.4909
H 2.1833 -5.6169 -0.7285
H 4.1068 -5.6386 0.8281
H 5.2388 -3.6534 1.4968
H 4.3939 -1.3215 0.6755
H -1.7336 4.5289 -2.9116
H -0.5886 5.6074 -4.6868
H 1.2873 4.4399 -5.9624
H -3.5943 -0.0622 -1.0720
H -5.6972 -0.8076 -2.0843
H -5.9969 -0.2466 -4.4989
H -4.3881 1.3310 -5.6822
H -2.5353 2.2660 -4.2779
H -4.3567 2.8388 -1.0363
H -5.0204 4.6463 0.4983
H -3.3321 6.1861 1.4068
H -0.9322 5.9590 0.8539
H -0.2067 3.9283 -0.4600
O -2.0579 0.7765 1.1223
H -2.5073 1.5147 0.7566
H -2.3558 0.5760 2.0134
O -0.8732 -1.1221 -2.1722
H -1.6562 -1.6146 -2.4856
H -0.5172 -0.6725 -2.9507
C -1.3069 -3.4647 0.0354
O -0.9847 -2.1497 0.2754
H -1.7099 -3.5138 -0.9943
H -2.1546 -3.8332 0.6590
H -0.3992 -4.1472 0.0890
H -3.3531 -3.8567 3.8069
C 2.2208 0.2025 4.3177
C 1.7242 1.2821 3.5605
C 0.9523 1.0768 2.4574
N 0.6243 -0.1949 2.0625
C 1.1498 -1.2288 2.6958
C 1.9827 -1.0771 3.7947
H 2.8967 0.4751 5.1695
H 1.8726 2.2538 3.8871
H 0.5103 1.8953 1.8925
H 0.9419 -2.2801 2.3304
H 2.4371 -1.8569 4.3820
C -4.5735 -3.9043 6.0098
P -3.0815 -3.3423 5.1203
C -1.4794 -3.8035 5.6267
C -0.6837 -4.5699 4.8503
C 0.5943 -4.9875 5.2695
C 1.0190 -4.5606 6.5538
C 0.1662 -3.7868 7.3190
C -1.0358 -3.3561 6.8930
C -3.0879 -1.5472 5.0039
C -1.9359 -0.8158 4.9217
C -1.9635 0.5611 4.6782
C -3.2130 1.2157 4.4549
C -4.3819 0.5031 4.5799
C -4.2892 -0.8987 4.8782
H -4.7173 -3.3672 7.0051
H -4.5599 -4.9728 6.1099
H -5.4266 -3.6734 5.3602
H -1.0363 -4.9165 3.9090
H 1.1548 -5.7302 4.7105
H 2.0378 -4.8171 6.8789
H 0.3361 -3.5164 8.3837
H -1.6822 -2.7975 7.4983
H -0.9636 -1.3023 5.0010
H -1.0230 1.1302 4.6324
H -3.1807 2.2344 4.1733
H -5.3565 1.0261 4.4598
H -5.2091 -1.3911 5.0275
*
```